# 1
Molecular formula: C4H8O3
Method: DFT, ωB97M-V/def2-TZVPD

CARTESIAN COORDINATES (ANGSTROEM)
C (0.830, -2.254, 0.909)
O (1.240, -1.011, 0.358)
H (0.785, -0.805, -0.587)
H (-0.126, -2.578, 0.490)
H (0.730, -2.130, 1.988)
H (1.597, -3.002, 0.698)
C (-1.386, 1.725, -0.703)
C (-0.214, 0.796, -0.505)
O (0.796, 0.902, -1.483)
C (0.037, 0.370, 0.769)
O (-0.325, 0.274, 1.886)
H (1.085, 1.822, -1.543)
H (-2.109, 1.625, 0.104)
H (-1.066, 2.772, -0.730)
H (-1.875, 1.495, -1.650)

Forces on atoms 1 to 2 (eV/Å):
C -0.177 -0.261 -0.051
O -0.491 0.789 -2.865

- E_LUMO (eV) = 0.7
- electronic energy (Ha) = -382.82213
- relative energy (zero: lowest compared OMol25 entry of this formula, charge and spin) (eV) = 3.883
- gap between HOMO and LUMO (eV) = 8.649

***

# 2
Molecular formula: C4H6N2O2
Method: DFT, ωB97M-V/def2-TZVPD

CARTESIAN COORDINATES (ANGSTROEM)
C (-0.990, -0.391, -0.518)
C (2.448, 0.036, -0.031)
C (-0.164, -1.832, 1.186)
C (-0.992, 0.864, -1.025)
N (-0.198, -0.690, 0.607)
N (-0.705, 1.980, -0.221)
O (2.305, -0.228, -1.123)
O (2.698, 0.303, 1.069)
H (-1.528, -1.272, -0.985)
H (0.285, -1.847, 2.106)
H (-0.705, -2.689, 0.908)
H (-1.350, 1.083, -1.957)
H (-0.684, 2.950, -0.710)
H (-0.421, 1.733, 0.694)

Forces on atoms 1 to 2 (eV/Å):
C 0.484 -2.007 -0.549
C 0.792 0.562 2.576

- E_LUMO (eV) = 0.8
- electronic energy (Ha) = -415.97829
- relative energy (zero: lowest compared OMol25 entry of this formula, charge and spin) (eV) = 1.696
- gap between HOMO and LUMO (eV) = 8.596
- SMILES = C=N/C=C\N.O=C=O

***

# 3
Molecular formula: C4H14N2O
Method: DFT, ωB97M-V/def2-TZVPD

CARTESIAN COORDINATES (ANGSTROEM)
C (-0.820, 2.588, 0.780)
N (0.136, 1.297, 1.076)
C (-1.840, -0.004, 0.563)
C (-0.294, 0.048, 0.516)
C (0.389, -0.138, -0.885)
N (-0.046, -1.390, -1.612)
H (-1.761, 2.511, 1.368)
H (-0.320, 3.354, 1.338)
H (-1.343, 2.734, -0.228)
H (1.019, 1.666, 0.924)
H (-2.327, -0.936, 0.238)
H (-2.208, 0.657, -0.305)
H (-2.076, 0.356, 1.570)
H (0.064, -0.741, 1.092)
H (0.303, 0.815, -1.417)
H (1.419, -0.276, -0.637)
H (0.676, -1.825, -2.114)
H (-0.717, -1.166, -2.302)
H (3.693, -3.449, -0.643)
H (2.662, -3.207, 0.574)
O (3.390, -2.892, 0.104)

Forces on atoms 1 to 2 (eV/Å):
C -0.918 -2.850 0.912
N -4.597 3.070 0.544

- E_LUMO (eV) = 0.9
- electronic energy (Ha) = -345.47166
- relative energy (zero: lowest compared OMol25 entry of this formula, charge and spin) (eV) = 2.844
- gap between HOMO and LUMO (eV) = 9.292
- SMILES = CN[C@@H](C)CN.O

***

# 4
Molecular formula: C4H13N3O
Method: DFT, ωB97M-V/def2-TZVPD

CARTESIAN COORDINATES (ANGSTROEM)
C (1.510, 1.175, 0.146)
O (1.162, 0.267, 1.088)
C (0.383, 2.081, -0.313)
N (-0.587, 1.353, -1.159)
H (2.331, 1.803, 0.535)
H (1.987, 0.684, -0.715)
H (-0.146, 2.455, 0.567)
H (0.785, 2.942, -0.838)
H (-1.199, 2.026, -1.597)
H (-0.079, 0.943, -1.938)
C (0.550, -2.549, -0.197)
N (-1.949, -0.174, 1.035)
C (-1.002, -1.093, 1.010)
N (-0.660, -1.706, -0.092)
H (0.367, -3.509, 0.275)
H (1.391, -2.057, 0.274)
H (0.747, -2.710, -1.249)
H (-1.971, 0.463, 0.244)
H (-2.105, 0.268, 1.927)
H (-0.569, -1.435, 1.937)
H (-0.947, -1.227, -0.940)

Forces on atoms 1 to 2 (eV/Å):
C -0.280 0.580 -0.377
O 0.248 -0.104 0.092

- E_LUMO (spin up / spin down) (eV) = -3.0 / -5.7
- electronic energy (Ha) = -399.41198
- spin multiplicity = 2
- charge = +1
- relative energy (zero: lowest compared OMol25 entry of this formula, charge and spin) (eV) = 0.548
- <S²> = 0.75
- gap between HOMO and LUMO (spin up / spin down) (eV) = 11.203 / 8.377

***

# 5
Molecular formula: C6H6O2
Method: DFT, ωB97M-V/def2-TZVPD

CARTESIAN COORDINATES (ANGSTROEM)
C (2.144, -0.979, 0.510)
C (1.439, 0.219, -0.081)
C (-0.123, 0.178, 0.079)
C (-1.047, 1.105, 0.343)
C (-2.314, 0.411, 0.216)
C (-1.973, -0.761, -0.210)
H (1.869, -1.721, -0.252)
H (3.201, -0.834, 0.681)
H (1.889, -1.300, 1.278)
H (-0.658, 2.061, 0.802)
H (-3.503, 1.059, 0.391)
H (-2.472, -1.580, -0.605)
O (2.056, 1.131, -0.546)
O (-0.691, -0.971, -0.382)

Forces on atoms 1 to 2 (eV/Å):
C 3.748 4.480 -12.604
C -0.982 -0.252 2.166

- E_LUMO (eV) = 0.9
- electronic energy (Ha) = -382.56774
- relative energy (zero: lowest compared OMol25 entry of this formula, charge and spin) (eV) = 3.211
- gap between HOMO and LUMO (eV) = 10.241

***

# 6
Molecular formula: C39H71F4IN8O13S2
Method: DFT, ωB97M-V/def2-TZVPD

CARTESIAN COORDINATES (ANGSTROEM)
C (-0.755, 2.613, -1.623)
C (-1.218, 1.169, -1.238)
C (-0.110, 0.171, -1.655)
I (1.681, 0.710, -0.541)
C (-0.467, -1.308, -1.498)
C (-1.550, -1.815, -2.511)
F (-1.816, -0.771, -3.386)
C (-2.842, -2.409, -1.930)
C (-3.682, -2.843, -3.162)
C (-5.140, -3.197, -2.859)
N (-5.819, -2.141, -2.072)
C (-2.586, -3.525, -0.881)
C (-2.456, -4.938, -1.515)
C (-1.257, -5.071, -2.462)
O (-1.460, -5.398, -3.623)
C (0.172, -4.860, -2.032)
C (0.674, -5.116, -0.775)
C (1.983, -4.844, -0.493)
C (2.840, -4.318, -1.424)
C (2.345, -4.086, -2.693)
C (1.038, -4.348, -2.979)
S (-3.971, -3.706, 0.375)
O (-4.633, -2.481, 0.660)
O (-4.803, -4.825, 0.068)
C (-3.101, -4.184, 1.971)
F (-2.294, -5.237, 1.824)
F (-4.106, -4.586, 2.770)
F (-2.518, -3.169, 2.574)
O (-1.396, -3.358, -0.080)
S (-0.970, -1.798, 0.151)
O (-2.031, -1.003, 0.673)
O (0.136, -1.841, 1.047)
H (-0.275, 3.055, -0.744)
H (0.037, 2.575, -2.379)
H (-1.586, 3.254, -1.923)
H (-1.255, 1.171, -0.146)
H (-2.187, 0.934, -1.683)
H (0.145, 0.393, -2.692)
H (0.443, -1.887, -1.705)
H (-1.091, -2.599, -3.126)
H (-3.440, -1.619, -1.451)
H (-3.714, -1.993, -3.858)
H (-3.219, -3.671, -3.712)
H (-5.649, -3.219, -3.834)
H (-5.293, -4.197, -2.439)
H (-6.542, -2.600, -1.516)
H (-6.359, -1.594, -2.737)
H (-3.373, -5.248, -2.008)
H (-2.288, -5.627, -0.673)
H (0.025, -5.503, 0.004)
H (2.394, -5.028, 0.496)
H (3.874, -4.078, -1.206)
H (2.983, -3.685, -3.476)
H (0.642, -4.152, -3.973)
C (1.910, 4.113, 3.954)
C (2.055, 2.820, 3.193)
O (2.270, 2.785, 1.992)
N (1.938, 1.662, 3.899)
C (1.686, 1.500, 5.318)
H (2.027, 4.947, 3.268)
H (0.921, 4.175, 4.411)
H (2.677, 4.191, 4.725)
H (2.043, 0.833, 3.334)
H (2.510, 0.942, 5.768)
H (0.764, 0.932, 5.456)
H (1.589, 2.460, 5.818)
C (-5.204, 0.989, -4.209)
C (-4.725, 0.154, -5.371)
O (-4.697, -1.071, -5.328)
N (-4.315, 0.808, -6.488)
C (-4.273, 2.242, -6.728)
H (-5.493, 0.332, -3.394)
H (-4.406, 1.646, -3.857)
H (-6.070, 1.585, -4.501)
H (-4.008, 0.191, -7.224)
H (-4.900, 2.477, -7.590)
H (-3.248, 2.539, -6.949)
H (-4.626, 2.802, -5.868)
C (5.821, 5.742, 7.564)
C (4.621, 5.010, 7.023)
O (3.552, 5.564, 6.811)
N (4.764, 3.676, 6.770)
C (5.942, 2.855, 6.955)
H (5.563, 6.786, 7.715)
H (6.124, 5.322, 8.516)
H (6.648, 5.688, 6.854)
H (3.929, 3.239, 6.413)
H (6.230, 2.416, 5.998)
H (5.712, 2.047, 7.655)
H (6.772, 3.438, 7.342)
C (10.100, 5.914, 10.415)
C (8.907, 5.159, 9.882)
O (7.838, 5.708, 9.663)
N (9.059, 3.828, 9.648)
C (10.242, 3.010, 9.845)
H (9.826, 6.956, 10.549)
H (10.407, 5.507, 11.379)
H (10.931, 5.860, 9.710)
H (8.226, 3.383, 9.296)
H (10.529, 2.561, 8.893)
H (10.012, 2.212, 10.553)
H (11.072, 3.595, 10.227)
C (-7.849, -2.056, 1.921)
C (-7.796, -3.361, 1.167)
O (-7.573, -3.407, -0.032)
N (-8.001, -4.505, 1.867)
C (-8.274, -4.653, 3.284)
H (-7.664, -1.241, 1.228)
H (-8.834, -1.916, 2.370)
H (-7.082, -2.034, 2.695)
H (-7.948, -5.337, 1.301)
H (-7.494, -5.267, 3.736)
H (-9.234, -5.156, 3.413)
H (-8.306, -3.692, 3.786)
C (-0.324, 3.656, -6.015)
C (-1.402, 2.976, -5.209)
O (-2.126, 3.588, -4.436)
N (-1.554, 1.635, -5.368)
C (-0.806, 0.735, -6.228)
H (-0.327, 4.717, -5.781)
H (0.654, 3.245, -5.766)
H (-0.512, 3.533, -7.082)
H (-2.291, 1.245, -4.800)
H (-1.502, 0.253, -6.919)
H (-0.340, -0.034, -5.607)
H (-0.038, 1.248, -6.795)
C (2.785, -0.765, -6.855)
C (2.877, 0.724, -6.621)
O (2.143, 1.508, -7.202)
N (3.803, 1.155, -5.728)
C (4.705, 0.331, -4.945)
H (2.004, -0.960, -7.585)
H (3.728, -1.149, -7.245)
H (2.531, -1.281, -5.927)
H (3.835, 2.156, -5.615)
H (4.506, 0.534, -3.892)
H (5.739, 0.598, -5.166)
H (4.556, -0.723, -5.151)

Forces on atoms 1 to 2 (eV/Å):
C 0.000 -0.452 0.542
C 1.275 0.994 0.075

- E_LUMO (eV) = 0.0
- electronic energy (Ha) = -4438.40931
- gap between HOMO and LUMO (eV) = 8.630
- SMILES = CC[C@@H](I)[C@@H]1[C@H](F)[C@@H](CCN)[C@](CC(=O)c2ccccc2)(S(=O)(=O)C(F)(F)F)OS1(=O)=O.CNC(C)=O.CNC(C)=O.CNC(C)=O.CNC(C)=O.CNC(C)=O.CNC(C)=O.CNC(C)=O